Here is a cluster of 2 separate species, C6H15N2 in total at a distorted geometry from the Open Molecules 2025 dataset. Energies are from the ωB97M-V functional and the def2-TZVPD basis.

Energy above the lowest of the compared OMol25 structures with the same formula, charge and spin in kJ/mol: 597.1
E in hartree: -346.68516
HOMO level (alpha / beta) in eV: -12.7 / -12.7
2S+1: 1
Net charge: +1

The geometry in XYZ format:
```
23
Properties=species:S:1:pos:R:3:forces:R:3
C -0.47954 -2.18762 -0.78692 -1.385 -1.093 -1.345
C 1.87345 -0.01262 1.50554 3.743 -2.083 -1.010
C -0.56337 -0.25272 1.82339 0.435 0.426 -1.120
C -2.29479 1.06936 -1.43984 0.559 0.335 -0.135
C 0.55948 0.45117 1.05673 -2.091 -0.611 -1.821
C 0.15987 0.13535 -0.41387 2.154 -0.313 0.179
N 0.09246 -1.07031 -0.94109 0.183 -0.589 -0.830
N 0.99481 0.92871 -1.42884 1.294 -0.197 -1.206
H -0.39531 -2.95527 -1.63418 0.425 0.899 1.564
H -1.29826 -2.36611 -0.08611 0.221 0.008 0.195
H 1.75927 -1.11681 1.61105 0.502 0.690 0.581
H 2.34682 0.46857 2.39204 -1.016 -0.415 -0.366
H 2.75551 0.02451 0.74610 -1.531 0.341 0.763
H -0.66509 0.18738 2.76582 0.197 -0.184 1.953
H -1.46983 0.02368 1.35991 -1.319 0.167 -0.648
H -0.48436 -1.34288 1.73293 0.236 0.387 0.679
H -2.33161 2.15012 -1.51699 -0.015 -0.241 -0.027
H -2.31812 0.57853 -0.51489 -0.357 -0.155 1.258
H -2.46895 0.41533 -2.26031 0.017 -0.040 -0.796
H 0.53996 1.50644 1.07546 -0.559 1.447 0.578
H 1.07284 0.40853 -2.37364 -0.766 1.062 1.785
H 1.98734 1.09790 -1.17352 -0.382 -0.499 0.433
H 0.62742 1.85878 -1.49878 -0.547 0.658 -0.664
```
Forces are in eV/Å.


Here is a structure of composition C2H3Cl2N at a distorted geometry from the Open Molecules 2025 dataset. Energies are from the ωB97M-V functional and the def2-TZVPD basis.

Energy above the lowest of the compared OMol25 structures with the same formula, charge and spin in kJ/mol: 223.0
E in hartree: -1053.03806
HOMO level in eV: -9.6
2S+1: 1

The geometry in XYZ format:
```
8
Properties=species:S:1:pos:R:3:forces:R:3
C 0.72547 0.07225 0.47564 -1.049 0.169 2.791
C -0.99441 0.08548 -0.57110 3.358 -2.013 0.129
N 1.98462 -0.09269 0.53465 -1.657 0.143 -2.522
Cl -1.73954 -1.39859 0.06631 0.221 -0.107 -0.215
Cl -1.86235 1.40684 0.02958 -0.231 1.158 -0.143
H -0.89979 -0.06225 -1.70552 -0.023 0.774 1.867
H 0.43761 0.19726 1.57890 -1.277 0.055 -1.615
H 2.34840 -0.20829 -0.40845 0.659 -0.179 -0.292
```
Forces are in eV/Å.


Here is a structure of composition C20H29IrNO10P2Se at a distorted geometry from the Open Molecules 2025 dataset. Energies are from the ωB97M-V functional and the def2-TZVPD basis.

Energy above the lowest of the compared OMol25 structures with the same formula, charge and spin in kJ/mol: 28.9
E in hartree: -4775.31809
HOMO level (alpha / beta) in eV: -3.3 / -4.8
⟨S²⟩: 6.01
2S+1: 5
Net charge: -1

The geometry in XYZ format:
```
64
Properties=species:S:1:pos:R:3:forces:R:3
Ir -0.30206 -0.27120 0.44852 -1.089 -0.093 0.303
C 3.22873 -2.61831 -1.94341 0.068 0.002 0.087
C 2.94794 -2.37794 -0.46933 -0.099 0.168 -0.109
O 3.91190 -3.05440 0.33128 0.010 -0.094 -0.149
P 2.99792 -0.59048 -0.06370 -0.024 -0.005 -0.154
O 3.13279 -0.44273 1.50884 0.085 0.152 -0.066
O 4.44393 -0.12412 -0.55895 -0.109 0.070 0.101
O 1.87299 0.16586 -0.67759 0.154 -0.144 0.281
P 1.25259 -2.86598 0.07962 0.249 -0.114 -0.020
O 1.26490 -4.44987 -0.24788 -0.241 0.164 -0.021
O 1.32688 -2.58858 1.54374 -0.090 -0.073 0.071
O 0.17642 -2.18472 -0.75331 0.308 0.065 0.515
H 4.25648 -2.34012 -2.17857 0.004 -0.004 -0.015
H 2.54689 -2.03002 -2.55762 -0.013 -0.013 0.022
H 3.08526 -3.67582 -2.16373 0.006 -0.004 -0.008
H 3.52835 -3.13179 1.21756 -0.041 0.052 0.009
H 2.30106 -0.67116 1.97029 -0.041 -0.108 -0.047
H 4.62146 0.79250 -0.30577 0.003 -0.084 -0.048
H 0.39685 -4.82325 -0.03817 0.125 -0.019 -0.073
C 1.98010 6.52089 0.26528 0.020 -0.029 0.085
O 2.05949 6.15076 1.62937 0.060 0.242 -0.172
C 1.59638 4.92029 1.96541 -0.030 -0.173 0.006
C 1.67212 4.62378 3.34634 -0.002 0.001 0.025
C 1.23382 3.40553 3.77231 -0.005 -0.095 0.029
C 0.72461 2.42305 2.89183 -0.075 -0.008 -0.030
C 0.38824 1.11003 3.36883 0.199 0.296 -0.061
C 0.04297 0.84496 4.80949 0.069 0.021 0.140
O 0.35491 0.10954 2.63534 0.038 -0.401 -0.202
C 0.59278 2.74114 1.49258 0.031 0.011 0.052
O 0.00842 2.00402 0.64009 0.181 0.117 0.022
C 1.09241 4.01809 1.06668 -0.099 -0.082 0.026
H 2.35665 7.53758 0.20185 0.023 0.036 0.019
H 0.95047 6.49103 -0.09426 -0.060 0.000 -0.002
H 2.59086 5.86726 -0.36035 0.028 -0.039 -0.012
H 2.08595 5.35541 4.02726 -0.013 -0.004 -0.048
H 1.32719 3.16975 4.82572 -0.016 0.008 -0.048
H 0.10395 1.72061 5.45009 -0.036 -0.070 0.010
H 0.67793 0.04486 5.19358 -0.016 0.036 -0.012
H -0.98174 0.46624 4.80913 0.012 0.013 0.003
H 1.01215 4.22178 0.00763 -0.005 0.017 0.055
Se -1.95760 -1.64916 2.11468 0.187 0.090 -0.198
C -3.32121 -2.39082 1.00764 0.019 0.078 -0.045
C -4.52042 -1.72679 0.74793 -0.095 -0.039 0.019
C -5.46346 -2.30972 -0.08645 0.067 -0.064 -0.008
N -5.31415 -3.50146 -0.67234 0.085 0.072 0.101
C -4.17200 -4.14160 -0.40909 -0.021 0.076 0.039
C -3.16755 -3.63760 0.40421 -0.010 -0.081 -0.070
H -4.70698 -0.75959 1.19744 -0.013 0.004 -0.059
H -6.39103 -1.78664 -0.30642 0.040 -0.023 0.037
H -4.05410 -5.11510 -0.87938 0.011 0.055 0.021
H -2.26281 -4.20768 0.57513 -0.021 0.002 -0.032
C -3.08617 2.30966 -1.91052 -0.051 0.030 -0.070
C -1.92136 1.36139 -1.61998 0.000 -0.036 -0.023
C -1.70710 0.39833 -2.78873 0.008 -0.053 0.069
C -2.16556 0.58897 -0.32742 0.286 0.002 -0.390
H -2.92958 2.85762 -2.84812 -0.029 -0.036 0.067
H -3.20275 3.03942 -1.10400 -0.004 -0.048 -0.046
H -4.02290 1.74678 -1.99829 0.043 0.049 0.000
H -1.01927 1.96885 -1.50315 -0.030 -0.009 0.026
H -2.61200 -0.19779 -2.95824 0.062 0.030 -0.001
H -0.88939 -0.29916 -2.57644 -0.055 0.062 -0.033
H -1.47232 0.93351 -3.71435 -0.017 -0.018 0.042
H -2.85034 -0.24394 -0.48473 -0.069 0.051 -0.027
H -2.53080 1.22816 0.47757 0.037 -0.008 0.020
```
Forces are in eV/Å.


Here is a structure of composition C24H46ClFGaN6O6 from the Open Molecules 2025 dataset. Energies are from the ωB97M-V functional and the def2-TZVPD basis.

E in hartree: -4207.06038
HOMO level in eV: -5.2
2S+1: 1
Net charge: -1

The geometry in XYZ format:
```
85
Properties=species:S:1:pos:R:3:forces:R:3
N 1.17110 -1.75568 2.01434 0.298 -0.263 -0.071
C 1.38433 -0.50343 1.91739 -0.368 -0.164 -0.042
C 0.43845 0.50879 1.40793 0.684 -0.057 0.666
Ga -0.78845 0.98678 2.94678 -0.030 0.033 -0.205
F -1.66107 -0.52696 3.43719 0.038 0.116 0.023
Cl 0.57133 1.52923 4.70613 -0.098 0.076 -0.160
C -1.97429 2.61167 2.66309 0.150 -0.323 0.277
O -2.98874 2.50232 1.63881 -0.047 0.068 -0.023
C -3.69034 1.32480 1.65592 0.285 0.376 0.122
C -4.48240 0.97013 2.73889 -0.256 -0.572 -0.191
C -5.14462 -0.25032 2.69945 0.018 -0.165 -0.127
C -5.01619 -1.10116 1.60947 0.110 0.130 -0.330
C -4.22904 -0.72391 0.52765 0.117 0.262 0.253
C -3.56471 0.49267 0.55472 -0.209 -0.111 0.161
H 0.23384 -1.95332 1.66117 -0.095 -0.056 0.072
H 2.34753 -0.14711 2.28318 0.117 0.065 0.135
H 1.01475 1.39907 1.16096 -0.565 -0.320 0.091
H -0.07849 0.11945 0.54105 -0.307 0.153 -0.139
H -1.33529 3.43284 2.34553 0.059 0.138 -0.100
H -2.41229 2.92257 3.61521 -0.187 0.037 0.050
H -4.58290 1.59236 3.61209 0.145 0.249 0.041
H -5.75480 -0.57036 3.53082 -0.051 0.079 0.170
H -5.51894 -2.05655 1.57496 -0.101 -0.082 0.171
H -4.08090 -1.36203 -0.32582 -0.129 -0.188 -0.162
H -2.92006 0.80711 -0.24885 0.157 -0.016 -0.112
C -0.23812 0.79900 -2.93519 0.160 0.139 -0.109
O -0.13570 0.78327 -1.72216 -0.092 -0.054 0.041
N -1.15522 1.50536 -3.62071 -0.079 -0.205 -0.076
C -1.16050 1.52932 -5.06857 -0.046 0.192 0.126
C -2.13845 2.27718 -2.88074 0.160 -0.052 0.114
H 0.45309 0.24603 -3.59309 -0.071 -0.010 -0.011
H -1.00626 2.55791 -5.40371 0.014 -0.040 -0.165
H -2.10846 1.16527 -5.47391 -0.016 -0.012 0.072
H -0.34803 0.91646 -5.45094 0.044 0.035 0.019
H -1.63908 3.00515 -2.23997 -0.016 0.018 0.007
H -2.73229 1.61942 -2.24650 -0.050 0.031 -0.032
H -2.79239 2.79401 -3.57910 0.011 -0.016 -0.044
C 4.86233 -3.00922 6.09763 0.090 0.017 0.038
O 5.15057 -3.10328 7.27982 -0.019 -0.033 -0.001
N 3.72599 -3.45423 5.54399 0.038 -0.016 -0.169
C 3.44338 -3.31929 4.12199 -0.216 -0.037 0.255
C 2.74187 -4.09343 6.39763 0.124 0.065 0.068
H 5.54036 -2.53808 5.36546 -0.019 0.011 -0.012
H 2.53509 -2.73786 3.96291 0.023 -0.005 -0.157
H 3.30787 -4.30917 3.68061 0.001 0.039 -0.098
H 4.27016 -2.82005 3.62158 0.030 0.020 0.037
H 2.41802 -3.40335 7.17687 -0.044 -0.038 0.019
H 3.17724 -4.97083 6.87943 -0.046 -0.003 0.029
H 1.88487 -4.39093 5.79961 0.000 0.035 -0.042
C 3.01442 0.33802 -4.93908 -0.146 -0.137 0.294
O 2.06142 0.78737 -5.55092 -0.031 -0.027 -0.283
N 3.65692 0.99601 -3.96510 0.232 0.022 -0.024
C 4.76631 0.41589 -3.23940 -0.115 0.176 0.027
C 3.18602 2.33032 -3.61042 -0.106 -0.192 -0.157
H 3.39314 -0.68621 -5.10120 0.091 0.051 -0.086
H 4.52385 0.34595 -2.17713 0.057 -0.037 0.011
H 5.65870 1.03495 -3.35811 0.038 -0.055 0.037
H 4.97845 -0.58264 -3.61659 -0.021 -0.015 -0.024
H 2.14172 2.28286 -3.31677 0.007 0.147 0.095
H 3.26813 3.00071 -4.46653 0.003 0.025 0.019
H 3.77452 2.71948 -2.78509 0.007 -0.044 0.038
C 1.03005 4.74286 -1.10665 -0.161 -0.087 0.267
O 1.20712 4.09552 -2.12160 0.067 0.074 -0.210
N 1.46643 4.38072 0.11200 0.002 0.175 -0.033
C 1.21527 5.18088 1.29348 0.053 -0.197 0.005
C 2.20445 3.13455 0.24311 0.022 0.108 -0.356
H 0.46441 5.69034 -1.10188 0.029 0.027 0.018
H 2.15997 5.48595 1.74928 -0.038 0.032 0.052
H 0.64128 4.60516 2.02159 0.028 0.057 0.055
H 0.65007 6.07116 1.02595 -0.022 0.010 -0.044
H 3.10641 3.16979 -0.36992 0.073 0.013 0.008
H 1.59121 2.29878 -0.09695 0.212 0.237 -0.210
H 2.47822 2.98216 1.28359 -0.027 0.035 0.046
C -2.68484 -2.92431 -2.56690 0.178 0.143 0.041
O -3.43762 -1.97203 -2.55636 -0.114 -0.024 -0.099
N -3.07509 -4.20687 -2.41981 0.052 -0.142 -0.036
C -2.13255 -5.30534 -2.43229 -0.231 0.033 0.036
C -4.48949 -4.48233 -2.23798 0.068 0.167 0.001
H -1.59459 -2.81272 -2.69248 -0.002 -0.015 0.006
H -2.36771 -5.99586 -3.24612 0.072 -0.041 0.015
H -2.17326 -5.84840 -1.48578 0.075 -0.043 -0.018
H -1.12303 -4.92596 -2.57384 0.003 0.036 0.008
H -5.05572 -4.11707 -3.09577 -0.052 -0.014 0.029
H -4.85881 -3.97329 -1.34710 -0.057 -0.020 -0.010
H -4.63995 -5.55397 -2.13221 0.040 -0.019 0.001
```
Forces are in eV/Å.